(1)
C24H37B3F12Hg2N5O27S4 | ωB97M-V/def2-TZVPD

As for the HOMO energy: -0.2502 hartree. The orbital gap is 8.229 eV. As for the multiplicity: 1. The energy relative to the best compared isomer or geometry (same formula, charge and spin) is 0.0 kcal per mole. The net charge is -1.

Geometry as XYZ:
```
114
Properties=species:S:1:pos:R:3:forces:R:3:mulliken_charge:R:1
Hg 0.86211 -2.01346 1.08724 -1.400 -0.398 0.234 3.27
Hg 0.27533 2.57430 -0.36094 -0.132 0.291 0.583 3.62
O 1.36467 -2.50302 -3.41867 -2.546 -0.924 0.587 -0.64
C 0.19472 -2.85763 -3.23465 2.296 1.152 -0.714 0.58
O -0.70834 -3.08774 -4.15766 0.607 -0.059 0.015 -0.53
B -1.99915 -3.37424 -3.53467 -1.008 0.553 -0.974 1.34
O -1.72026 -3.42213 -2.09973 1.035 0.306 1.873 -0.56
C -0.48079 -3.09066 -1.85811 0.431 -0.761 -0.044 -0.37
O 0.13558 -3.10702 -0.79622 -1.417 -0.273 -1.749 -0.44
O -2.61885 -4.61029 -3.97775 -0.957 -0.414 0.257 -0.73
C -3.94895 -4.41493 -4.11463 -2.164 -0.743 -2.278 0.46
O -4.82181 -5.21797 -4.47944 3.183 2.127 1.584 -0.62
C -4.16978 -2.84226 -4.05287 -3.334 1.642 0.403 0.63
O -2.95451 -2.28108 -3.81274 -1.236 -0.857 -0.164 -0.16
O -5.27733 -2.25893 -4.16298 4.781 -2.080 0.117 -0.63
O -3.40282 -0.06390 1.36878 0.084 -0.530 -0.093 -0.54
C -3.70083 -1.19289 1.05479 -0.755 1.786 0.554 0.12
O -4.91395 -1.59080 0.71906 0.784 0.535 -0.131 -0.72
B -4.82079 -2.96322 0.24775 -0.521 -1.440 0.072 1.25
O -3.41858 -3.36835 0.57506 -1.109 -1.390 -0.872 -0.69
C -2.77675 -2.38160 1.03699 2.464 -0.072 0.165 0.51
O -1.59511 -2.43259 1.36429 -1.213 0.481 0.311 -0.45
O -5.74038 -3.83994 0.95912 0.839 0.492 1.371 -0.67
C -6.74460 -4.18385 0.21429 -1.864 -0.803 -1.138 0.37
O -7.74655 -4.75216 0.60025 1.277 0.728 -0.804 -0.64
C -6.33419 -3.70902 -1.27430 -4.905 -1.928 -2.742 0.57
O -5.18312 -3.14640 -1.15456 1.730 1.147 -0.413 0.12
O -7.03667 -3.88175 -2.30899 2.965 0.702 4.134 -0.61
C 4.35555 -2.05499 3.79075 -0.261 1.447 -0.800 0.47
F 4.76240 -3.12185 3.02239 -0.799 1.290 1.624 -0.17
F 3.47739 -2.34299 4.75610 1.099 -0.996 -0.994 -0.16
F 5.41025 -1.44070 4.31689 -0.076 -0.939 -0.018 -0.23
S 3.58606 -0.67063 2.64072 2.838 -0.287 -3.613 0.72
O 4.14857 0.61785 3.12065 -1.738 -2.864 -0.575 -0.55
O 4.00247 -1.03785 1.25121 -1.196 0.581 3.177 -0.67
N 1.88696 -0.97124 2.76572 3.955 0.044 -0.075 -0.73
S 1.55733 0.09189 3.84282 -3.571 1.924 5.162 0.62
O 2.16369 -0.16078 5.17218 -0.783 0.638 -2.589 -0.66
O 1.56252 1.44472 3.31515 -0.303 -0.859 0.609 -0.83
C -0.34170 -0.34392 4.23602 1.668 0.586 0.372 0.59
F -0.51622 -1.62510 4.56123 0.259 0.326 0.088 -0.23
F -0.63446 0.42663 5.35007 -0.151 -0.936 -2.041 -0.24
F -1.08838 -0.10373 3.16409 -0.071 0.588 0.916 -0.11
C 1.99288 3.31009 -4.47344 -1.565 -0.905 1.044 0.54
F 2.49102 4.03837 -5.42737 0.120 0.885 -0.001 -0.20
F 1.28347 2.33509 -5.00159 0.194 -0.396 -0.270 -0.21
F 2.95524 2.78765 -3.73084 0.432 0.145 -0.024 -0.17
S 0.80063 4.21936 -3.21608 0.012 4.014 -0.044 0.80
O 1.73197 4.77109 -2.17921 -2.206 -1.809 -2.019 -0.49
O 0.02270 5.25683 -4.02335 2.316 -3.437 2.696 -0.57
N -0.22615 2.95642 -2.47229 4.524 3.047 -1.593 -0.58
S -1.39532 2.74529 -3.45409 -6.687 -1.825 -1.364 0.66
O -2.66239 3.24644 -2.90582 1.658 -0.352 -0.045 -0.73
O -1.22958 3.00656 -4.85750 0.902 -0.259 0.660 -0.55
C -1.67666 0.85156 -3.32343 0.798 0.714 0.139 0.65
F -2.63175 0.53493 -4.16971 0.411 -0.041 0.372 -0.17
F -0.50273 0.22064 -3.67005 -1.485 0.304 0.760 -0.25
F -2.06007 0.52308 -2.04500 0.671 0.081 -1.520 -0.10
B 0.47063 0.18386 0.12292 0.584 0.004 0.315 3.79
H -0.01460 0.58127 -0.75507 -1.801 0.677 -3.678 -1.19
H 0.77744 0.92340 0.84624 1.461 1.975 3.022 -1.01
H -0.26947 -0.47351 0.55229 -3.899 -1.472 1.867 -1.11
H 1.26806 -0.48370 -0.16467 3.956 -1.493 -1.994 -0.79
C 3.19027 4.69013 2.40786 1.337 0.144 -0.395 -1.67
C 2.53689 4.19716 1.12977 0.098 -0.402 0.622 0.46
C 3.42258 3.12243 0.44455 -1.302 0.302 0.498 -0.92
O 2.63039 2.50894 -0.56826 1.769 0.008 -0.767 -0.12
C 3.34742 1.47808 -1.26236 -0.107 -0.466 -0.176 -0.73
N 1.20574 3.68126 1.49718 0.420 -0.187 0.165 -0.69
H 3.99117 5.37033 2.11809 -0.216 0.667 0.331 0.46
H 3.75719 3.92828 2.94291 -0.420 -0.519 0.005 0.33
H 2.46060 5.10397 3.10386 0.224 0.394 -0.144 0.43
H 2.33130 5.01679 0.44126 0.342 -0.006 -0.141 0.23
H 3.72123 2.35840 1.16230 -0.068 -0.120 0.263 0.21
H 4.34050 3.57765 0.07267 -0.066 0.132 -0.405 0.36
H 4.20526 1.76557 -1.87028 0.245 0.992 0.422 0.48
H 2.70692 1.05596 -2.03675 -0.445 -0.297 0.592 0.16
H 3.70787 0.75092 -0.53476 -0.267 -0.298 -0.065 -0.01
H 1.32164 3.08326 2.30284 0.250 -1.139 -0.118 0.03
H 0.73101 4.42502 1.98865 -0.567 0.667 -0.713 0.38
C -3.94596 2.99322 1.02187 -0.859 0.711 0.052 -1.75
C -2.58197 3.08349 0.32587 0.077 0.521 0.290 1.62
C -2.25814 4.58847 0.01783 0.288 -0.607 0.695 -1.28
O -0.85958 4.77007 -0.35254 -1.389 0.104 0.784 0.28
C -0.41210 6.10412 -0.64832 -0.684 -0.524 -0.364 -0.92
N -1.52045 2.36140 1.11291 -2.175 0.830 0.262 -0.33
H -4.71118 3.29598 0.30711 -0.160 -0.132 -0.042 0.45
H -4.09765 3.64844 1.87965 0.637 0.811 -0.036 0.42
H -4.28544 2.07849 1.50780 0.633 -0.643 -0.906 0.36
H -2.62559 2.59636 -0.64825 -0.168 -0.137 0.095 -0.47
H -2.48329 5.20808 0.88587 0.301 0.031 0.445 0.61
H -3.01384 4.89473 -0.70551 0.516 0.084 -0.724 0.37
H -1.00278 6.86852 -0.14345 -0.260 -0.103 0.064 0.40
H -0.51855 6.17258 -1.73095 0.254 0.731 0.071 0.31
H 0.62411 6.22157 -0.33120 -0.064 -0.227 -0.184 0.08
H -2.03149 1.51396 1.31487 0.435 -1.474 -0.738 -0.40
H -1.66179 2.69933 2.05414 0.916 0.976 0.591 0.28
C 2.39653 -5.85334 2.81788 1.592 -1.431 -0.878 -1.88
C 2.13123 -4.58143 2.09258 0.213 1.271 -0.771 0.98
C 2.72161 -4.41969 0.62748 0.150 -1.154 1.421 -1.05
O 2.56426 -3.12788 0.13780 1.406 -0.149 -0.711 0.20
C 3.40801 -2.90950 -1.02686 -0.157 0.393 0.342 -0.94
N 0.69009 -4.29746 1.99531 0.239 -0.083 0.508 -0.54
H 2.04569 -5.91418 3.84808 -0.556 0.071 -0.315 0.43
H 3.46273 -6.06684 2.89354 0.406 0.515 0.152 0.42
H 2.14116 -6.69245 2.17075 -0.899 -0.313 0.370 0.45
H 2.56302 -3.79733 2.71455 -0.078 0.302 -0.243 -0.59
H 2.22968 -5.12450 -0.04285 -0.163 -0.283 -0.085 0.40
H 3.79285 -4.62067 0.61565 0.120 -0.385 0.309 0.52
H 3.33001 -1.85208 -1.27962 -0.275 -0.256 -0.138 -0.02
H 3.13558 -3.56200 -1.85640 -0.449 0.204 0.062 0.34
H 4.45514 -3.10978 -0.79992 0.040 -0.038 0.486 0.36
H 0.23827 -5.09972 1.58017 -0.202 0.051 -1.158 0.25
H 0.29587 -4.41261 2.91804 -0.087 0.790 0.603 0.32
```
Positions in Å, forces in eV/Å.

=====

(2)
C5H10O | ωB97M-V/def2-TZVPD

As for the HOMO energy: -0.3017 hartree. The orbital gap is 8.824 eV. As for the multiplicity: 1. The energy relative to the best compared isomer or geometry (same formula, charge and spin) is 129.8 kcal per mole.

Geometry as XYZ:
```
16
Properties=species:S:1:pos:R:3:forces:R:3:mulliken_charge:R:1
O -2.00356 0.14475 0.60549 -0.210 -0.120 -0.070 -0.45
C -0.91308 0.16062 -0.25624 0.326 0.132 -0.019 0.54
C -0.25404 -1.21855 -0.39940 -0.044 -0.046 -0.030 -0.70
C 1.22846 -0.92402 -0.04762 0.086 -0.053 -0.032 -0.53
C 1.29113 0.48615 0.60294 0.057 0.028 0.078 -0.70
C 0.13113 1.16014 -0.09612 0.143 -0.169 -0.099 -0.73
H -2.58139 -0.58065 0.33619 0.052 0.106 0.096 0.31
H -1.54236 1.29092 -1.06220 -0.020 0.026 0.024 -0.01
H -0.69541 -1.95034 0.28794 0.043 0.094 -0.088 0.34
H -0.35347 -1.60343 -1.41930 0.001 0.059 0.161 0.28
H 1.83793 -0.92506 -0.95633 -0.088 0.015 0.134 0.26
H 1.62581 -1.69285 0.62056 -0.069 0.111 -0.098 0.31
H 1.11898 0.41081 1.68409 0.020 -0.002 -0.153 0.24
H 2.26022 0.96805 0.44417 -0.152 -0.064 0.016 0.34
H -1.25540 1.96974 -0.44111 -0.003 -0.092 -0.061 0.23
H 0.40138 1.76596 -0.95045 -0.143 -0.026 0.140 0.29
```
Positions in Å, forces in eV/Å.

=====

(3)
C10H19BrSi | ωB97M-V/def2-TZVPD

As for the HOMO energy (spin up / spin down): -0.1790 / -0.3323 hartree. The orbital gap (spin up / spin down) is 5.546 / 7.316 eV. As for the multiplicity: 3. The energy relative to the best compared isomer or geometry (same formula, charge and spin) is 0.0 kcal per mole.

Geometry as XYZ:
```
31
Properties=species:S:1:pos:R:3:forces:R:3:lowdin_spin:R:1
C -2.91891 -1.28492 1.68724 -0.225 -3.141 -0.213 0.03
C -2.98246 -1.16301 -1.75725 -6.932 -5.457 -1.037 0.80
C -2.15216 -0.23516 1.67781 -1.413 4.250 -0.310 0.02
C -2.19391 -0.09007 -1.72483 5.615 3.305 1.576 0.71
C 2.63389 -0.89773 0.17878 -0.230 -0.644 -3.797 0.00
C 2.22196 1.14341 -1.32744 4.097 1.431 2.281 0.00
C 2.36141 1.32757 1.19370 -1.256 -1.373 -2.068 0.00
C -0.68563 -0.19730 1.81380 0.421 -0.528 -2.171 0.01
C -0.74756 -0.18602 -1.55000 -0.493 -2.347 2.521 0.15
C 1.91013 0.45026 0.01440 -0.962 0.942 0.568 0.02
Si -0.02550 0.48777 0.12087 0.368 -0.320 -0.192 0.06
Br -0.69857 2.64595 0.05583 0.117 -0.020 0.139 0.01
H -4.02948 -1.20200 1.63970 1.178 -0.411 -0.204 0.00
H -2.34857 -2.29913 1.68536 -1.600 1.443 0.387 0.00
H -4.04281 -1.26301 -2.05803 0.761 0.910 -0.223 0.05
H -2.72122 -2.08469 -1.42895 1.356 -2.511 1.347 0.06
H -2.72283 0.76254 1.42208 1.355 -1.639 0.949 0.00
H -2.50946 0.81552 -2.00897 -1.273 3.281 -0.875 0.04
H 2.40435 -1.42664 1.07486 0.074 -0.145 0.855 0.00
H 2.22372 -1.55234 -0.68257 0.751 0.556 1.227 0.00
H 3.75706 -0.84026 -0.05687 -1.525 0.161 0.739 0.00
H 2.11174 2.23644 -1.37895 -0.562 -0.284 0.547 0.00
H 1.76412 0.75838 -2.13865 -1.551 -1.543 -2.644 0.00
H 3.35600 1.06719 -1.51134 -1.332 -0.216 0.161 0.00
H 1.76707 2.13380 1.39322 -1.606 2.524 -0.035 0.00
H 2.29583 0.80109 2.06577 0.503 -1.751 2.385 0.00
H 3.29215 1.64745 0.94581 3.105 0.998 -0.110 0.00
H -0.40489 -1.27598 1.88861 0.572 0.931 0.457 0.00
H -0.22962 0.52896 2.50756 -0.438 -0.675 0.215 0.00
H -0.39710 0.43197 -2.30070 1.930 1.035 -1.445 0.02
H -0.28874 -1.24006 -1.44085 -0.806 1.236 -1.030 0.01
```
Positions in Å, forces in eV/Å.

=====

Q: energy relative to the best compared isomer or geometry (same formula, charge and spin) of number 2 (C5H10O)?
A: 129.8 kcal per mole

=====

Q: What is the multiplicity in the third record?
A: 3

=====

Q: The highest energy relative to the best compared isomer or geometry (same formula, charge and spin) belongs to which entry?
A: C5H10O